The following is a DFT calculation (ωB97M-V with the def2-TZVPD basis set) of a cluster of 2 separate species, C2H8NO in total.

Calculated values
HOMO in eV: -2.87
Relative energy (zero: lowest compared OMol25 entry of this formula, charge and spin) in eV: 0.678

ORCA input file:
```
! wB97M-V def2-TZVPD RIJCOSX def2/J DEFGRID3
* xyz -1 1
O 2.599 -0.573 0.058
H 2.792 0.042 -0.660
C -0.720 -1.008 -0.492
N 0.067 0.092 -0.050
C -0.628 1.149 0.593
H -0.089 -1.746 -0.998
H -1.220 -1.556 0.342
H -1.553 -0.663 -1.150
H 1.142 -0.099 -0.010
H 0.069 1.710 1.202
H -1.405 0.768 1.273
H -1.054 1.885 -0.107
*
```

Löwdin population analysis, charges in e, atoms 1 to 5:
1 O -0.5368
2 H -0.1441
3 C -0.2156
4 N -0.2354
5 C -0.2110